Entry i
Here is a cluster of 2 separate species, C3H2Cl2 in total from OMol25. Energies are from ωB97M-V/def2-TZVPD.

Last column: Mulliken charge in e.
Geometry (Å):
C  2.02006  0.46862  0.52202  -0.4056
C  0.97039  0.08822  0.09900  -0.2867
C  -1.28434  -0.23447  -0.19155  0.0858
Cl  -1.46265  -1.92852  -0.33359  -0.0442
Cl  -1.67807  0.68762  -1.57338  -0.0419
H  3.02169  0.73154  0.72318  0.3872
H  -1.58708  0.18698  0.75431  0.3054

Computed properties:
HOMO level = -10.027 eV
Orbital gap = 9.0 eV
LUMO energy = -0.99 eV



Entry ii
Here is an isolated molecule of C3H2Cl2 from OMol25. Energies are from ωB97M-V/def2-TZVPD.

Last column: Mulliken charge in e.
Geometry (Å):
C  -0.09087  -0.86318  1.13248  -0.1208
C  0.33694  1.06455  -0.14658  -0.1659
C  -0.22568  -0.27600  -0.24408  -0.1828
Cl  1.52480  -1.22048  1.53659  -0.0352
Cl  -0.76466  2.24346  -0.71638  -0.0686
H  0.52181  -0.67629  -0.91960  0.2869
H  -1.30233  -0.27206  -0.64243  0.2864

Computed properties:
HOMO level = -9.177 eV
Orbital gap = 7.7 eV
LUMO energy = -1.45 eV



Which of them is least stable? Easy: entry ii.